Record 1
Below is 9 unconnected molecules or ions with the total composition C22H48BF4N5O3 in a non-equilibrium geometry, with properties calculated with ωB97M-V/def2-TZVPD.

Results
HOMO energy (eV): -9.6
Gap between HOMO and LUMO (eV): 9.378
Energy above the lowest of the compared OMol25 structures with the same formula, charge and spin (kcal/mol): 15.1
LUMO (eV): -0.20

Last column: Mulliken charge in e.
Geometry (Å):
C1 79.610000 63.697000 59.395000  -1.2238
C2 78.853000 62.347000 59.205000  -0.7409
C3 77.591000 62.366000 58.385000  -0.7974
N1 77.132000 61.084000 57.734000  1.0934
C4 76.924000 60.067000 58.787000  -1.0808
C5 78.201000 60.706000 56.768000  -0.6811
C6 77.454000 59.811000 55.755000  -1.0121
C7 76.094000 60.395000 55.754000  -0.1514
C8 75.993000 61.364000 56.922000  -0.7597
H1 80.498000 63.441000 59.928000  0.4295
H2 78.908000 64.264000 60.315000  0.1388
H3 79.780000 64.420000 58.607000  0.3564
H4 78.603000 62.024000 60.172000  0.5374
H5 79.464000 61.545000 58.849000  0.3480
H6 77.660000 63.277000 57.676000  -0.1752
H7 76.764000 62.666000 58.877000  0.9113
H8 76.525000 59.225000 58.439000  0.5960
H9 76.054000 60.197000 59.372000  0.2892
H10 77.754000 59.810000 59.423000  0.3966
H11 79.044000 60.312000 57.119000  0.6176
H12 78.668000 61.622000 56.146000  0.3724
H13 77.652000 58.905000 56.261000  0.3661
H14 77.959000 59.767000 54.811000  0.4339
H15 75.253000 59.669000 55.904000  0.3049
H16 75.815000 60.739000 54.706000  -0.1033
H17 75.028000 61.375000 57.194000  0.7066
H18 75.993000 62.307000 56.388000  -0.2539
B1 74.133000 64.289000 58.009000  0.5605
F1 75.376000 64.573000 57.786000  -0.3130
F2 73.524000 65.403000 58.638000  -0.0988
F3 73.435000 63.993000 56.817000  -0.3279
F4 74.026000 63.208000 58.943000  -0.4851
C9 72.315000 64.636000 62.146000  -0.3676
C10 73.123000 64.240000 63.375000  0.2907
N2 73.587000 63.917000 64.311000  -0.3716
H19 71.355000 65.204000 62.465000  0.3017
H20 72.763000 65.272000 61.153000  0.0215
H21 71.838000 63.716000 61.600000  0.0618
C11 76.512000 65.863000 55.404000  -0.4525
C12 77.493000 64.776000 54.867000  0.2796
N3 78.173000 63.998000 54.461000  -0.4587
H22 76.739000 66.299000 56.376000  0.2253
H23 76.451000 66.610000 54.690000  0.5734
H24 75.420000 65.322000 55.279000  -0.1292
C13 71.667000 66.524000 55.020000  -0.2897
C14 70.458000 67.299000 55.491000  0.1535
N4 69.568000 67.917000 55.773000  -0.3648
H25 72.028000 66.115000 55.995000  -0.0965
H26 71.403000 65.691000 54.431000  0.1894
H27 72.459000 67.044000 54.509000  0.3676
C15 72.551000 68.527000 59.937000  -0.0792
C16 72.619000 69.690000 58.824000  0.1778
N5 72.831000 70.444000 57.970000  -0.4461
H28 72.446000 67.462000 59.631000  0.0040
H29 73.584000 68.652000 60.174000  -0.0149
H30 71.843000 68.726000 60.766000  0.3663
C17 76.351000 67.663000 60.417000  -1.8841
C18 75.762000 66.412000 61.084000  0.4805
O1 76.071000 65.285000 60.411000  -0.2982
H31 77.304000 67.562000 60.497000  0.5240
H32 76.111000 68.370000 61.070000  0.5778
H33 75.970000 67.716000 59.405000  0.4661
H34 74.697000 66.329000 61.054000  -0.2402
H35 76.066000 66.522000 62.183000  0.3533
H36 75.663000 65.495000 59.562000  -0.0469
C19 73.598000 61.751000 52.412000  -1.4474
C20 73.087000 62.281000 53.627000  -0.1814
O2 73.867000 63.363000 54.150000  -0.5408
H37 74.484000 61.265000 52.377000  0.4651
H38 73.664000 62.557000 51.845000  0.4237
H39 72.707000 61.111000 51.816000  0.2419
H40 72.930000 61.683000 54.454000  0.4116
H41 72.144000 62.830000 53.399000  0.2912
H42 73.704000 63.623000 55.043000  0.2913
C21 69.392000 62.162000 58.611000  -1.4198
C22 70.790000 62.559000 58.409000  0.3481
O3 71.629000 62.205000 59.485000  -0.6122
H43 68.693000 62.512000 57.829000  0.3366
H44 69.337000 62.474000 59.488000  0.4950
H45 69.424000 60.947000 58.915000  0.1973
H46 70.942000 63.738000 58.251000  -0.0116
H47 71.206000 62.090000 57.574000  0.2652
H48 72.560000 62.149000 59.204000  0.3183

Forces on atoms 1 to 3 (eV/Å):
-3.4 0.6 3.5
0.1 0.4 -0.8
1.5 2.5 -1.9

Record 2
Below is 3 unconnected molecules or ions with the total composition C4H11NO2 in a non-equilibrium geometry, with properties calculated with ωB97M-V/def2-TZVPD.

Results
HOMO energy (spin up / spin down) (eV): 0.9 / -2.5
Gap between HOMO and LUMO (spin up / spin down) (eV): 2.733 / 5.960
Net charge: -1
Multiplicity: 2
Energy above the lowest of the compared OMol25 structures with the same formula, charge and spin (kcal/mol): 59.0
LUMO (spin up / spin down) (eV): 3.67 / 3.48

Last column: Löwdin spin population.
Geometry (Å):
N1 1.865283 1.593566 -0.032843  0.0895
C1 0.700094 0.858641 -0.175059  0.2549
C2 0.496489 -0.092941 -1.126724  0.0493
C3 -0.799059 -0.686840 -1.461516  0.1591
C4 -1.039913 -1.994517 -1.825293  0.2342
H1 1.797355 2.415935 0.519327  0.0173
H2 2.489346 1.713568 -0.836100  0.0229
H3 -0.045000 1.198558 0.549394  0.0211
H4 1.399429 -0.422541 -1.615107  0.0055
H5 -1.728989 -0.171564 -1.240757  0.0027
H6 -2.060086 -2.371153 -1.833976  0.0309
H7 -0.326042 -2.750510 -2.090763  0.0318
H8 0.368846 2.352849 3.316899  0.0107
H9 -0.963218 1.755230 2.741476  0.0119
O1 -0.226070 2.415527 2.575310  0.0379
H10 -1.402816 -1.817691 0.831975  0.0028
H11 0.020993 -1.908979 0.490817  0.0001
O2 -0.546639 -2.087131 1.212934  0.0176

Forces on atoms 1 to 3 (eV/Å):
2.0 0.0 -0.4
-1.3 0.3 0.6
-1.6 -0.2 -0.3

Record 3
Below is a single C2H5NS molecule in a non-equilibrium geometry, with properties calculated with ωB97M-V/def2-TZVPD.

Results
HOMO energy (eV): -9.5
Gap between HOMO and LUMO (eV): 10.358
Energy above the lowest of the compared OMol25 structures with the same formula, charge and spin (kcal/mol): 48.5
SMILES: [H]/N=C\CS
LUMO (eV): 0.83

Last column: Mulliken charge in e.
Geometry (Å):
C1 0.498626 -0.507810 0.090548  -0.4208
C2 -0.893982 0.497697 -0.189965  -0.2506
N1 -1.983649 1.057233 0.243392  -0.5114
S1 1.970720 0.520593 0.258879  -0.1975
H1 0.318953 -1.060283 0.994949  0.3382
H2 -0.698801 0.826221 -1.209582  0.3508
H3 1.221691 1.638149 0.089792  0.1555
H4 0.455273 -0.963904 -0.892765  0.3002
H5 -2.027763 1.060378 1.265379  0.2356

Forces on atoms 1 to 3 (eV/Å):
-3.4 2.5 0.3
0.5 0.7 -0.8
3.0 -0.9 0.7

Record 4
Below is a molecular structure, C54H62N11O7W in a non-equilibrium geometry, with properties calculated with ωB97M-V/def2-TZVPD.

Results
HOMO energy (eV): -15.3
Gap between HOMO and LUMO (eV): 6.164
Net charge: +3
Energy above the lowest of the compared OMol25 structures with the same formula, charge and spin (kcal/mol): 0.0
LUMO (eV): -9.17

Last column: Mulliken charge in e.
Geometry (Å):
W1 0.489899 -0.254182 0.037189  2.6282
C1 3.715573 2.327243 -0.243672  -1.2608
C2 2.411719 2.708797 0.355391  -0.2180
N1 1.327829 1.959493 0.434873  0.0440
C3 0.365890 2.702415 1.056918  -1.5358
C4 0.856267 3.936266 1.358125  0.8429
N2 2.144782 3.914831 0.904923  0.0027
C5 0.366893 5.148149 2.088192  0.5354
O1 -0.892509 5.157465 2.481149  -0.5173
O2 1.148733 6.032392 2.290361  -0.5434
C6 -0.918951 2.063371 1.295086  1.0792
O3 -1.884312 2.550031 1.798615  -0.7801
O4 -0.856030 0.766432 0.888600  0.9131
H1 3.686054 1.283204 -0.549440  -0.0815
H2 4.528358 2.469450 0.469528  0.4332
H3 3.933860 2.939895 -1.119387  0.4464
H4 2.767437 4.708623 1.011300  0.3241
H5 -1.378440 4.340670 2.254588  0.3817
N3 -0.559847 2.703643 -2.481420  -0.2788
N4 0.626326 2.285066 -3.083395  -0.2700
C7 1.267662 1.190791 -2.643598  -0.1761
N5 2.420121 0.887922 -3.264603  -0.2481
N6 0.840237 0.467127 -1.635748  0.7536
N7 2.358827 -1.286476 -0.614967  -0.8108
O5 1.228401 -1.998182 -0.475134  -0.3716
O6 3.261791 -1.768750 -1.182390  -0.5034
H6 -1.352654 2.390113 -3.035209  0.1917
H7 -0.559822 3.715680 -2.436351  0.3639
H8 0.857936 2.632892 -4.004869  0.2512
H9 2.742775 1.421696 -4.056353  0.2396
H10 2.884547 0.019320 -3.072475  0.1086
C8 -3.351412 1.422657 -0.835451  -1.1887
C9 -3.658072 0.927067 -2.234988  0.5113
C10 -4.913533 0.047422 -2.190105  -1.5593
C11 -2.531721 0.266822 -3.039222  -0.3823
C12 -2.591538 0.555286 -4.405881  -0.1527
C13 -1.809094 -0.094204 -5.342552  -1.5917
C14 -0.975130 -1.112375 -4.927747  -0.2788
C15 -0.851774 -1.446116 -3.581672  0.9072
C16 -0.023888 -2.685141 -3.264709  1.6547
C17 -0.721261 -3.957912 -3.766377  -1.4834
C18 1.374877 -2.632716 -3.885851  -1.6664
C19 -1.567513 -0.681640 -2.636307  -0.8185
N8 -1.316542 -0.975577 -1.219286  0.5697
C20 -2.008310 -1.934207 -0.715166  0.1657
C21 -1.667641 -2.387292 0.676925  0.1277
N9 -0.677624 -1.827205 1.258815  0.7010
C22 -0.234640 -2.425624 2.513840  -1.6867
C23 -0.543215 -1.797461 3.730506  0.5132
C24 -0.001454 -2.360136 4.886578  -0.4019
C25 0.769515 -3.506193 4.854410  -1.5909
C26 0.962889 -4.158908 3.651000  -0.4001
C27 0.451069 -3.658439 2.458015  1.3903
C28 0.578551 -4.553520 1.231962  1.5557
C29 -0.141346 -5.890987 1.447584  -1.4682
C30 2.042731 -4.828897 0.878002  -1.4447
C31 -1.445391 -0.586323 3.977734  -0.1260
C32 -0.602837 0.682096 4.121071  -1.4252
C33 -2.631164 -0.351252 3.041961  -1.1024
C34 -2.596244 -3.444149 1.038554  1.0144
C35 -2.822554 -4.208268 2.160133  -0.1699
C36 -3.871350 -5.150971 2.130513  -0.7963
C37 -4.661460 -5.327732 1.018617  -1.1438
C38 -4.453969 -4.549988 -0.148146  1.0992
C39 -5.189337 -4.617223 -1.357644  -1.0996
C40 -4.877451 -3.796758 -2.418090  -1.3407
C41 -3.832898 -2.854477 -2.351922  0.2650
C42 -3.103920 -2.758966 -1.185996  0.8326
C43 -3.419391 -3.618556 -0.100659  -1.2124
H11 -4.128368 2.118578 -0.518270  0.5471
H12 -2.395429 1.937826 -0.789897  -0.2005
H13 -3.352083 0.603183 -0.118864  0.1163
H14 -3.931264 1.800551 -2.831905  0.8139
H15 -4.800894 -0.770104 -1.476898  0.2137
H16 -5.154874 -0.372109 -3.167481  0.3545
H17 -5.765086 0.647731 -1.868604  0.5646
H18 -3.317937 1.285410 -4.742456  0.4955
H19 -1.898064 0.151668 -6.392489  0.4887
H20 -0.423157 -1.683613 -5.663155  0.4364
H21 0.091532 -2.779757 -2.190694  -0.8988
H22 -0.925997 -3.891897 -4.836270  0.3496
H23 -1.662491 -4.147171 -3.255314  0.2522
H24 -0.073172 -4.821242 -3.607224  0.5025
H25 1.343404 -2.853887 -4.953226  0.5606
H26 2.021099 -3.379159 -3.423118  0.3479
H27 1.831947 -1.653380 -3.772111  0.1413
H28 -0.231031 -1.897599 5.839507  0.5669
H29 1.166181 -3.921269 5.772252  0.4937
H30 1.493326 -5.103104 3.635733  0.4832
H31 0.110920 -4.073334 0.375009  -0.9193
H32 0.307525 -6.451198 2.268691  0.3341
H33 -0.057737 -6.502844 0.548179  0.5022
H34 -1.199258 -5.762804 1.670996  0.2445
H35 2.485342 -5.525884 1.591256  0.5142
H36 2.648685 -3.923024 0.885007  -0.2013
H37 2.114769 -5.286205 -0.110313  0.5047
H38 -1.882421 -0.787987 4.958462  0.8926
H39 -0.015474 0.831287 3.215228  -0.2607
H40 0.088662 0.608681 4.961793  0.6356
H41 -1.237405 1.556408 4.269549  0.6107
H42 -2.337946 0.070453 2.081968  -0.5154
H43 -3.301686 0.368676 3.511688  0.6144
H44 -3.207135 -1.260218 2.875465  0.2503
H45 -2.223647 -4.100679 3.054363  0.5175
H46 -4.052240 -5.754442 3.009352  0.4971
H47 -5.452313 -6.067569 1.032997  0.5103
H48 -6.005253 -5.323923 -1.447194  0.4686
H49 -5.451680 -3.872012 -3.331226  0.5342
H50 -3.622136 -2.232321 -3.210081  0.7866
C44 5.250837 -0.086520 4.743982  -0.9498
N10 3.986149 0.246372 4.088734  -0.1797
N11 3.442110 -0.480242 3.058699  1.7615
C45 2.341736 0.179406 2.622022  -0.5326
O7 1.559057 -0.320702 1.697205  0.5536
C46 2.202617 1.335889 3.384203  -0.7496
C47 3.250890 1.343343 4.290826  0.6001
C48 3.587016 2.329443 5.350849  -1.9413
C49 4.061963 -1.697118 2.615084  -0.7484
C50 4.858557 -1.674820 1.482083  -0.4097
C51 5.546723 -2.824178 1.120547  -0.7658
C52 5.456724 -3.962183 1.910586  -0.6368
C53 4.665599 -3.964948 3.053317  -1.0407
C54 3.954913 -2.830434 3.408932  0.3254
H51 5.639032 -1.013938 4.339921  0.4553
H52 5.081162 -0.204021 5.812091  0.3182
H53 5.970573 0.710724 4.568496  0.3506
H54 1.412737 2.061288 3.332104  0.6033
H55 2.850972 3.129054 5.363434  0.4718
H56 4.572540 2.767581 5.184445  0.4188
H57 3.596782 1.855150 6.333282  0.3843
H58 4.960367 -0.761119 0.909464  0.5860
H59 6.172193 -2.823501 0.238145  0.4723
H60 6.014862 -4.848773 1.640979  0.4630
H61 4.608120 -4.851311 3.670939  0.5059
H62 3.331931 -2.814278 4.294175  0.8126

Forces on atoms 1 to 3 (eV/Å):
1.2 3.8 -1.5
0.0 0.0 0.0
0.1 0.0 -0.1

Record 5
Below is a molecular structure, C4H10O5S2 in a non-equilibrium geometry, with properties calculated with ωB97M-V/def2-TZVPD.

Results
HOMO energy (eV): -10.0
Gap between HOMO and LUMO (eV): 10.519
Energy above the lowest of the compared OMol25 structures with the same formula, charge and spin (kcal/mol): 21.8
LUMO (eV): 0.52

Last column: Mulliken charge in e.
Geometry (Å):
C1 -1.737939 0.881503 -2.257401  -1.2231
C2 -0.429983 0.231204 -1.840232  -0.4723
C3 1.866641 -1.468357 1.074228  -0.3921
C4 -0.464915 0.222312 -0.129740  -0.0637
O1 2.043383 1.042598 -0.069853  -0.6172
O2 1.001926 0.837891 2.153037  -0.7305
O3 1.806502 -1.739485 2.411711  -0.4688
O4 -1.013043 -1.191018 1.545921  -0.3521
O5 -1.089925 -0.928357 0.165138  -0.2110
S1 -1.101496 1.753450 0.440700  -0.1747
S2 1.183498 0.243071 0.779152  1.0593
H1 -1.655199 1.930854 -2.377148  0.3494
H2 -2.527301 0.451857 -1.569051  0.3351
H3 -1.978536 0.558090 -3.258521  0.3885
H4 0.534221 0.805420 -2.116698  0.3050
H5 -0.277402 -0.717638 -2.256718  0.4313
H6 3.001482 -1.311228 0.690207  0.3555
H7 1.219354 -2.150185 0.494931  0.3219
H8 1.123806 -1.120564 2.740853  0.3826
H9 -1.443863 -0.296026 1.944476  0.4607
H10 -0.061211 1.964608 1.435006  0.3161

Forces on atoms 1 to 3 (eV/Å):
-0.3 -2.0 0.0
2.0 2.7 2.7
1.6 0.9 -1.3

Record 6
Below is a molecular structure, C5H11N in a non-equilibrium geometry, with properties calculated with ωB97M-V/def2-TZVPD.

Results
HOMO energy (eV): -8.6
Gap between HOMO and LUMO (eV): 9.424
Energy above the lowest of the compared OMol25 structures with the same formula, charge and spin (kcal/mol): 145.1
LUMO (eV): 0.78

Last column: Mulliken charge in e.
Geometry (Å):
C1 0.697791 0.540963 -1.468678  -0.6084
C2 -0.657964 0.749283 -0.683236  -0.5249
C3 -0.464913 0.094007 0.743401  0.2795
C4 -0.415325 0.856757 1.856738  -0.8228
C5 -0.810705 -1.456042 0.700530  -1.1260
N1 1.555944 -0.733126 -0.741049  -0.6934
H1 1.181755 1.484413 -1.667478  0.2966
H2 1.356439 0.418882 -0.391621  0.3366
H3 -1.089489 1.823282 -0.735233  0.3725
H4 -1.523920 0.293636 -1.215340  0.2380
H5 0.072096 0.523238 2.711402  0.3587
H6 -0.584716 1.924901 1.586833  0.2536
H7 -0.315267 -1.809009 -0.172897  0.2787
H8 -1.884634 -1.395490 0.623461  0.3266
H9 -0.489857 -1.889023 1.636870  0.3729
H10 1.789918 -1.156980 -1.580408  0.2545
H11 0.502770 0.204216 -2.500778  0.4072

Forces on atoms 1 to 3 (eV/Å):
-3.4 -0.5 -2.0
-1.2 0.5 0.1
-2.4 -0.4 -0.5

Number 1: M 517.5 g/mol. Number 2: M 105.1 g/mol. Number 3: M 75.1 g/mol. Number 4: M 1161.0 g/mol. Number 5: M 202.3 g/mol. Number 6: M 85.1 g/mol.